[1]
C17H15Cl2IN6O6PbS | ωB97M-V with the def2-TZVPD basis set

Output
2S+1 = 1
net charge = +2
energy relative to the best compared isomer or geometry (same formula, charge and spin) = 0.0 kcal per mole

Last column: Löwdin charge in e.
CARTESIAN COORDINATES (ANGSTROEM)
Pb (-0.669, 1.392, 0.176)  1.55
O (-0.914, -2.864, -0.135)  -0.25
Cl (-0.550, -1.831, 0.761)  0.69
O (0.175, -2.331, 1.895)  -0.28
O (-1.713, -1.084, 1.206)  -0.42
O (0.321, -0.857, 0.057)  -0.50
N (1.213, 5.477, -1.569)  0.06
C (0.615, 4.913, -0.520)  -0.12
N (0.358, 3.647, -0.800)  0.01
C (0.841, 3.503, -2.069)  -0.32
N (1.368, 4.593, -2.567)  0.16
C (0.761, 2.230, -2.791)  -0.18
C (1.185, 2.107, -4.110)  -0.03
N (1.100, 0.958, -4.762)  0.13
C (0.590, -0.077, -4.105)  -0.07
C (0.162, 0.028, -2.790)  -0.09
N (0.253, 1.184, -2.133)  0.01
H (1.537, 6.426, -1.680)  0.18
H (0.390, 5.433, 0.396)  0.14
H (1.594, 2.962, -4.634)  0.13
H (0.520, -1.019, -4.633)  0.13
H (-0.244, -0.820, -2.258)  0.10
Cl (0.680, -3.310, 6.341)  0.94
C (0.849, -2.142, 5.151)  -0.51
C (2.051, -2.150, 4.424)  -0.15
C (2.255, -1.246, 3.425)  -0.62
I (3.926, -1.258, 2.292)  1.23
C (1.221, -0.182, 3.131)  -0.38
O (1.424, 0.671, 2.310)  0.03
C (-0.053, -0.234, 3.927)  -0.16
N (-0.964, 0.669, 3.626)  0.15
C (-2.107, 0.642, 4.315)  -0.05
C (-2.379, -0.276, 5.323)  0.01
C (-1.423, -1.218, 5.636)  0.03
C (-0.220, -1.206, 4.923)  -0.16
H (2.789, -2.905, 4.658)  0.12
H (-2.841, 1.393, 4.051)  0.13
H (-3.323, -0.244, 5.847)  0.13
H (-1.599, -1.947, 6.415)  0.11
C (-5.017, 1.014, -1.774)  -0.23
S (-3.827, 0.213, -0.715)  0.90
C (-3.867, -1.418, -1.428)  -0.22
O (-2.482, 0.809, -1.180)  -0.74
H (-4.706, 0.900, -2.811)  0.07
H (-5.053, 2.065, -1.496)  0.06
H (-5.991, 0.556, -1.603)  0.07
H (-3.653, -1.344, -2.494)  0.08
H (-4.859, -1.836, -1.258)  0.08
H (-3.120, -2.021, -0.917)  0.03

---

[2]
C17H15Cl2O7S | ωB97M-V with the def2-TZVPD basis set

Output
2S+1 = 1
net charge = -1
energy relative to the best compared isomer or geometry (same formula, charge and spin) = 0.0 kcal per mole

Last column: Löwdin charge in e.
CARTESIAN COORDINATES (ANGSTROEM)
Cl (3.095, 0.439, 2.804)  0.74
C (1.420, 0.359, 2.505)  -0.58
C (0.650, 1.461, 2.418)  -0.01
C (-0.813, 1.395, 2.265)  -0.39
O (-1.536, 2.383, 2.394)  0.06
C (-1.348, 0.023, 1.956)  -0.56
Cl (-3.033, -0.097, 1.721)  0.79
C (-0.547, -1.059, 1.903)  -0.01
C (0.824, -1.013, 2.414)  -0.34
O (1.420, -2.010, 2.846)  0.08
H (1.103, 2.439, 2.548)  0.12
H (-0.982, -2.017, 1.643)  0.08
C (2.322, -4.723, 1.795)  -0.08
C (0.853, -4.770, 2.075)  -0.23
O (0.228, -3.917, 1.064)  -0.06
C (-1.085, -4.190, 0.958)  -0.53
C (-1.776, -3.239, 0.025)  -0.39
O (-3.002, -3.563, -0.354)  -0.19
C (-3.358, -5.009, -0.553)  -0.02
S (-0.736, -2.519, -1.291)  0.74
C (-2.046, -1.848, -2.301)  -0.27
C (-2.085, -2.129, -3.662)  -0.06
C (-3.177, -1.686, -4.409)  -0.09
C (-4.217, -0.980, -3.805)  -0.10
C (-4.155, -0.701, -2.440)  -0.07
C (-3.084, -1.168, -1.687)  -0.07
O (0.117, -1.414, -0.903)  -0.33
O (-0.212, -3.708, -1.947)  -0.34
O (-1.640, -5.121, 1.537)  0.01
H (2.823, -5.283, 2.592)  0.07
H (2.539, -5.205, 0.828)  0.08
H (2.672, -3.684, 1.801)  0.06
H (0.447, -5.779, 1.964)  0.12
H (0.577, -4.371, 3.061)  0.12
H (-4.400, -4.990, -0.883)  0.08
H (-2.684, -5.455, -1.298)  0.09
H (-3.228, -5.520, 0.404)  0.06
H (-1.276, -2.698, -4.113)  0.11
H (-3.213, -1.902, -5.474)  0.09
H (-5.088, -0.673, -4.384)  0.09
H (-4.941, -0.128, -1.953)  0.10
H (-3.050, -0.980, -0.618)  0.05

---

[3]
C17H15Cl3N3O2PRuSi | ωB97M-V with the def2-TZVPD basis set

Output
2S+1 = 5
expectation value of S² = 6.02
energy relative to the best compared isomer or geometry (same formula, charge and spin) = 3.2 kcal per mole

Last column: Löwdin spin population.
CARTESIAN COORDINATES (ANGSTROEM)
Ru (0.747, 2.055, 0.895)  2.48
O (0.388, 0.077, 4.397)  0.02
C (0.070, 0.439, 3.302)  0.02
O (0.581, 1.563, 2.753)  0.21
C (-0.943, -0.278, 2.426)  0.02
P (-0.407, -0.170, 0.698)  0.15
C (0.903, -1.385, 0.475)  0.02
C (1.414, -1.560, -0.813)  0.01
C (2.509, -2.381, -1.023)  0.00
C (3.110, -3.023, 0.053)  0.01
C (2.611, -2.847, 1.334)  0.00
C (1.509, -2.029, 1.548)  0.01
C (-1.760, -0.640, -0.388)  0.03
C (-2.033, -1.978, -0.668)  0.01
C (-3.097, -2.304, -1.493)  0.00
C (-3.889, -1.302, -2.039)  0.00
C (-3.617, 0.030, -1.764)  0.00
C (-2.551, 0.363, -0.942)  0.01
H (-1.885, 0.278, 2.471)  0.00
H (-1.121, -1.291, 2.787)  0.00
H (0.956, -1.060, -1.660)  0.00
H (2.893, -2.515, -2.025)  0.00
H (3.970, -3.658, -0.107)  0.00
H (3.078, -3.343, 2.173)  0.00
H (1.141, -1.900, 2.559)  0.00
H (-1.414, -2.762, -0.252)  0.00
H (-3.306, -3.342, -1.714)  0.00
H (-4.716, -1.561, -2.686)  0.00
H (-4.223, 0.813, -2.200)  0.00
H (-2.328, 1.403, -0.745)  0.00
N (-0.013, 1.060, -5.289)  0.04
C (0.426, 1.623, -4.383)  0.01
N (0.981, 2.299, -3.402)  0.09
C (0.830, 2.326, -2.179)  0.08
N (0.762, 2.435, -0.999)  0.08
Cl (-2.500, 3.912, 0.359)  0.07
Si (-0.641, 4.064, 1.251)  0.18
Cl (-0.950, 4.457, 3.230)  0.04
Cl (0.276, 5.704, 0.434)  0.04
C (2.835, 1.650, 0.905)  0.29
H (3.332, 2.562, 0.577)  0.03
H (2.992, 0.825, 0.212)  0.03
H (3.078, 1.392, 1.932)  0.02

---

[4]
C17H15ClFNO3S | ωB97M-V with the def2-TZVPD basis set

Output
2S+1 = 1
electronic energy = -1895.57683 Eh

Last column: Löwdin charge in e.
CARTESIAN COORDINATES (ANGSTROEM)
O (3.005, 0.356, -0.563)  0.09
C (1.912, -0.030, -0.225)  -0.43
N (1.642, -1.140, 0.504)  0.14
C (2.528, -2.095, 1.013)  -0.22
C (3.904, -2.026, 0.811)  0.00
C (4.728, -3.002, 1.339)  0.00
C (4.172, -4.040, 2.064)  -0.28
C (2.808, -4.128, 2.277)  -0.01
C (1.989, -3.150, 1.747)  -0.02
H (0.921, -3.205, 1.905)  0.11
H (2.403, -4.949, 2.847)  0.12
F (4.977, -4.993, 2.578)  0.05
H (5.795, -2.963, 1.191)  0.12
H (4.319, -1.210, 0.245)  0.10
H (0.664, -1.302, 0.712)  0.14
C (0.655, 0.767, -0.593)  -0.04
H (0.655, 1.699, -0.017)  0.13
H (0.693, 1.020, -1.658)  0.14
O (-0.549, 0.063, -0.308)  -0.01
C (-1.448, -0.068, -1.298)  -0.50
O (-1.305, 0.380, -2.401)  0.12
C (-2.645, -0.872, -0.841)  -0.14
H (-2.614, -1.827, -1.374)  0.13
C (-3.947, -0.156, -1.185)  -0.44
H (-4.792, -0.840, -1.130)  0.07
H (-3.893, 0.279, -2.182)  0.08
S (-4.340, 1.151, 0.031)  0.94
C (-3.022, 2.307, -0.274)  -0.55
C (-2.816, 2.844, -1.536)  -0.09
C (-1.779, 3.732, -1.747)  -0.09
C (-0.966, 4.099, -0.684)  -0.68
C (-1.186, 3.591, 0.588)  -0.12
C (-2.216, 2.690, 0.789)  -0.10
H (-2.399, 2.279, 1.770)  0.11
H (-0.555, 3.894, 1.409)  0.11
Cl (0.341, 5.197, -0.947)  0.69
H (-1.603, 4.140, -2.729)  0.11
H (-3.457, 2.568, -2.359)  0.12
H (-2.579, -1.058, 0.231)  0.12

---

no.,F_max (Eh/bohr)
1,0.00139
2,0.08715
3,0.01637
4,0.01446